1.
# C23H70BFO21

A cluster of 15 separate species, C23H70BFO21 in total at a distorted geometry (ωB97M-V with the def2-TZVPD basis set, OMol25).

Summary:
**Energy**: -2622.8648 a.u.
**Molecular weight**: 712.60 g mol⁻¹
**HOMO energy**: -9.728 eV
**Maximum force**: 3.83 eV/A
**HOMO-LUMO gap**: 10.1 eV

Each line ends with the Mulliken charge.
Cartesian coordinates (Å):
C -1.371 2.016 -0.831  -0.29
C -0.691 2.090 0.579  0.24
O -0.316 0.802 1.118  -0.68
B 0.803 0.283 0.516  1.27
O 1.708 1.091 -0.229  -0.45
C 1.210 -1.295 0.596  1.69
C 0.145 -2.312 1.151  -0.93
C 0.275 -2.553 2.695  0.21
O 0.886 -3.473 3.051  -0.45
F -0.351 -1.670 3.574  -0.21
O 2.264 -1.304 1.603  -0.49
C 3.413 -1.495 0.821  0.35
O 4.442 -0.965 0.911  -0.61
O 3.037 -2.449 -0.154  -0.47
C 1.854 -1.821 -0.728  -0.79
O 1.088 -2.586 -1.612  -0.43
C 0.168 -1.749 -2.345  1.35
C -1.329 -1.978 -1.860  -1.24
H -1.188 2.916 -1.484  -0.11
H -2.476 1.952 -0.648  0.21
H -1.110 1.110 -1.431  -0.01
H -1.455 2.515 1.280  -0.12
H 0.140 2.841 0.589  0.28
H 1.392 1.025 -1.152  0.19
H -0.906 -2.094 0.867  0.22
H 0.386 -3.308 0.698  0.41
H 2.335 -1.057 -1.401  0.58
H 0.248 -1.986 -3.430  -0.18
H 0.465 -0.670 -2.253  -0.30
H -1.702 -1.042 -1.388  0.16
H -1.313 -2.835 -1.148  0.34
H -1.944 -2.272 -2.745  0.39
C -1.510 1.642 4.074  -0.45
O -2.076 2.917 3.789  -0.47
H -1.798 0.951 3.284  0.01
H -0.421 1.720 4.106  0.30
H -1.885 1.272 5.032  0.40
H -1.811 3.514 4.497  0.28
C -3.711 5.102 1.577  -0.54
O -4.015 3.932 0.827  -0.44
H -2.770 5.514 1.214  0.18
H -4.505 5.843 1.446  0.34
H -3.610 4.847 2.634  0.21
H -4.848 3.585 1.163  0.26
C 0.051 0.724 -5.781  -0.04
O -0.110 -0.598 -5.274  -0.55
H -0.932 1.164 -5.929  -0.08
H 0.611 1.329 -5.064  -0.10
H 0.581 0.694 -6.737  0.39
H 0.773 -0.965 -5.152  0.21
C 1.370 -4.385 -4.681  -0.43
O 0.886 -3.338 -5.521  -0.45
H 1.087 -4.166 -3.654  0.09
H 0.928 -5.338 -4.982  0.29
H 2.459 -4.445 -4.749  0.27
H 1.148 -3.552 -6.423  0.29
C 6.709 -3.458 2.418  -0.53
O 7.053 -2.350 1.598  -0.54
H 7.611 -4.034 2.618  0.26
H 6.289 -3.107 3.365  0.22
H 5.983 -4.093 1.903  0.22
H 6.241 -1.855 1.434  0.41
C 3.339 2.615 -4.336  -0.70
O 2.799 2.331 -3.050  -0.24
H 2.526 2.632 -5.059  0.17
H 3.832 3.590 -4.326  0.30
H 4.056 1.839 -4.619  0.33
H 3.533 2.321 -2.425  0.21
C 4.214 1.165 3.490  -0.65
O 3.039 1.459 2.744  -0.51
H 4.635 2.096 3.862  0.30
H 3.964 0.518 4.337  0.31
H 4.946 0.669 2.848  0.16
H 2.685 0.623 2.424  0.17
C 0.145 5.280 -2.850  -0.55
O -1.113 5.187 -2.183  -0.48
H 0.320 4.354 -3.396  0.09
H 0.131 6.116 -3.555  0.38
H 0.945 5.425 -2.120  0.32
H -1.246 6.014 -1.708  0.24
C -2.790 -3.666 5.130  -0.46
O -3.524 -2.507 4.728  -0.53
H -3.488 -4.412 5.509  0.09
H -2.256 -4.077 4.273  0.31
H -2.085 -3.399 5.919  0.32
H -2.883 -1.868 4.399  0.24
C -2.458 4.340 -6.425  -0.69
O -1.524 3.825 -5.477  -0.36
H -2.060 4.185 -7.427  0.21
H -3.406 3.815 -6.330  0.32
H -2.605 5.410 -6.256  0.29
H -1.898 3.973 -4.600  0.23
C -3.511 1.147 -7.619  -0.43
O -4.393 2.259 -7.512  -0.51
H -2.488 1.518 -7.652  0.09
H -3.628 0.492 -6.752  0.27
H -3.722 0.590 -8.535  0.32
H -5.291 1.911 -7.484  0.28
C -3.737 -7.304 4.141  -0.56
O -3.382 -6.219 3.293  -0.45
H -2.842 -7.886 4.354  0.21
H -4.152 -6.925 5.079  0.25
H -4.472 -7.943 3.644  0.27
H -4.187 -5.719 3.118  0.27
C -6.329 -1.792 6.801  -0.55
O -5.273 -2.736 6.876  -0.48
H -6.664 -1.564 7.812  0.22
H -5.975 -0.874 6.322  0.24
H -7.164 -2.209 6.231  0.25
H -4.992 -2.923 5.969  0.33
C 7.480 1.418 5.350  -0.52
O 6.999 2.437 4.481  -0.48
H 7.194 1.670 6.369  0.23
H 7.037 0.456 5.078  0.20
H 8.569 1.356 5.286  0.29
H 7.263 2.195 3.586  0.29

---

2.
# C23H70NO25PS

A cluster of 19 separate species, C23H70NO25PS in total at a distorted geometry (ωB97M-V with the def2-TZVPD basis set, OMol25).

Summary:
**Energy**: -3592.9508 a.u.
**Molecular weight**: 823.84 g mol⁻¹
**HOMO energy**: -8.321 eV
**Maximum force**: 9.03 eV/A
**Relative energy (zero: lowest compared OMol25 entry of this formula, charge and spin)**: 1738.9 kJ/mol
**HOMO-LUMO gap**: 6.4 eV

Each line ends with the Mulliken charge.
Cartesian coordinates (Å):
C 0.653 4.653 -3.207  -0.93
C 0.061 3.441 -2.232  0.18
C -1.023 2.479 -3.033  0.16
C -2.367 2.126 -2.162  -0.44
C -2.158 0.863 -1.098  0.03
C -1.591 -0.512 -1.860  0.38
C -1.839 -1.876 -0.978  -0.07
C -0.497 -2.421 -0.181  -0.83
C 0.555 -1.204 0.210  0.75
C 1.954 -1.003 -0.685  -0.13
O 2.306 -1.909 -1.826  -0.56
C 3.021 0.234 -0.364  0.03
S 4.603 0.498 -1.332  1.18
C 4.252 1.222 -3.065  -0.34
O 5.180 -0.942 -1.620  -0.69
O 5.721 1.253 -0.573  -0.64
C 2.615 1.236 0.868  0.46
C 1.240 1.011 1.791  -0.04
C 0.167 -0.209 1.497  0.91
C -1.216 -0.412 2.406  -0.68
C -0.847 -1.607 3.516  -0.21
O 0.579 -1.426 3.835  -0.23
C 1.297 -2.709 3.913  0.55
C 2.932 -2.652 3.573  -0.61
O 0.777 -3.887 4.267  -0.57
C 1.205 2.173 2.949  -0.07
O 0.198 2.399 3.797  -0.70
N 2.572 2.800 2.789  0.38
P 3.517 3.152 4.259  -0.07
C 2.413 3.729 5.719  -0.51
C 4.408 1.581 4.882  -0.83
C 3.322 2.576 1.494  -0.19
O 4.287 3.385 1.050  -0.56
H 1.725 5.028 -2.858  0.18
H 0.803 4.296 -4.330  0.20
H -0.036 5.615 -3.196  0.31
H -0.394 3.962 -1.279  0.34
H 1.014 2.801 -1.915  -0.24
H -1.390 3.108 -3.972  0.21
H -0.437 1.526 -3.411  -0.20
H -3.330 1.980 -2.820  -0.14
H -2.577 3.072 -1.474  0.41
H -3.173 0.606 -0.536  0.31
H -1.422 1.256 -0.275  -0.29
H -2.265 -0.607 -2.837  -0.05
H -0.492 -0.367 -2.245  -0.23
H -2.131 -2.730 -1.740  0.02
H -2.754 -1.781 -0.220  0.31
H 0.048 -3.312 -0.756  0.34
H -0.889 -2.896 0.829  -0.25
H 1.430 -2.248 -2.195  0.37
H 4.523 0.391 -3.879  0.36
H 3.119 1.471 -3.228  -0.12
H 4.980 2.127 -3.303  0.37
H -2.062 -0.872 1.730  0.02
H -1.566 0.573 2.935  0.46
H -1.488 -1.422 4.487  0.25
H -1.110 -2.616 2.982  -0.05
H 3.252 -3.410 2.741  0.29
H 3.459 -2.926 4.607  0.32
H 3.213 -1.534 3.358  0.06
H 1.666 2.833 5.973  -0.13
H 3.010 4.007 6.694  0.40
H 1.772 4.641 5.315  0.26
H 4.712 0.842 4.019  0.21
H 5.375 1.917 5.471  0.35
H 3.684 1.063 5.667  0.26
O -1.550 -5.999 3.011  -0.73
H -1.239 -5.237 3.522  0.27
H -1.450 -6.746 3.621  0.34
O -4.561 -6.989 3.441  -0.65
H -3.672 -6.620 3.324  0.40
H -5.148 -6.229 3.315  0.32
O 7.958 0.777 -2.820  -0.64
H 7.337 0.750 -2.077  0.33
H 7.772 -0.039 -3.309  0.32
O 2.568 6.226 3.434  -0.66
H 1.667 6.344 3.098  0.33
H 2.770 5.298 3.241  0.28
O 8.133 1.508 1.686  -0.67
H 8.779 1.442 0.967  0.31
H 7.279 1.380 1.245  0.37
O -0.910 2.226 6.487  -0.67
H -0.274 2.602 7.113  0.32
H -0.425 2.198 5.649  0.48
O -2.839 -1.209 -5.103  -0.55
H -2.192 -1.275 -5.822  0.26
H -3.692 -1.337 -5.543  0.28
O -3.732 -0.678 3.942  -0.61
H -3.421 0.084 4.452  0.35
H -3.632 -1.425 4.551  0.29
O -2.567 -4.458 -2.575  -0.61
H -3.468 -4.341 -2.911  0.28
H -2.365 -5.386 -2.768  0.27
O 1.604 1.895 -4.789  -0.61
H 0.702 2.013 -5.124  0.29
H 1.806 0.967 -4.981  0.30
O -5.219 1.632 -4.111  -0.61
H -6.121 1.749 -4.446  0.28
H -5.017 0.704 -4.303  0.28
O -6.250 1.396 -6.765  -0.62
H -7.049 1.942 -6.815  0.32
H -5.545 1.985 -7.073  0.31
O -5.083 3.468 -8.795  -0.65
H -4.157 3.236 -8.960  0.32
H -5.314 4.052 -9.533  0.30
O -3.359 3.014 -6.317  -0.67
H -4.029 3.306 -6.953  0.32
H -3.843 2.953 -5.479  0.36
O -1.034 -8.265 1.227  -0.65
H -1.107 -8.979 1.878  0.33
H -1.121 -7.457 1.755  0.39
O 2.549 6.837 -1.739  -0.61
H 2.861 7.599 -1.228  0.31
H 2.650 6.090 -1.130  0.30
O -1.625 -10.864 2.314  -0.67
H -2.520 -11.078 2.617  0.33
H -1.527 -11.374 1.495  0.32
O -5.929 -4.742 4.656  -0.62
H -6.003 -5.455 5.307  0.33
H -6.016 -3.934 5.184  0.30